Model i:
Density functional theory data (the ωB97M-V functional and the def2-TZVPD basis) for a gas-phase ion, C2H5N4 (charge +1).

Geometry as ORCA input:
```
! wB97M-V def2-TZVPD RIJCOSX def2/J DEFGRID3
* xyz 1 1
N -3.347 0.664 0.022
C -2.506 -0.049 0.158
N -1.211 -0.909 -0.023
N -0.113 -0.294 -0.462
C 0.868 0.083 0.364
N 1.983 0.535 -0.136
H -0.972 -1.363 0.902
H -0.175 0.006 -1.484
H 0.593 -0.122 1.387
H 2.773 0.618 0.359
H 2.107 0.832 -1.088
*
```

Output
- HOMO level: -15.18 eV
- Orbital gap: 10.2 eV
- E_LUMO: -4.99 eV

Model ii:
Density functional theory data (the ωB97M-V functional and the def2-TZVPD basis) for 3 unconnected molecules or ions with the total composition C2H5N4.

Geometry as ORCA input:
```
! wB97M-V def2-TZVPD RIJCOSX def2/J DEFGRID3
* xyz 1 1
C 1.247 -0.959 -0.777
C -0.559 0.143 0.758
N 1.892 -1.098 -1.711
N 0.940 -0.782 1.713
N 0.666 -0.472 0.281
N -0.207 -0.078 2.007
H -2.025 -0.607 -2.755
H -1.314 -0.552 -1.841
H -1.232 0.875 0.327
H 2.387 -1.244 -2.527
H -0.586 0.062 2.892
*
```

Output
- HOMO level: -13.51 eV
- Orbital gap: 8.5 eV
- E_LUMO: -5.04 eV

Most stable: model i (next structure +5.227 eV)

Model i:
Density functional theory data (the ωB97M-V functional and the def2-TZVPD basis) for a gas-phase ion, C2H5N4 (charge +1).

Geometry as ORCA input:
```
! wB97M-V def2-TZVPD RIJCOSX def2/J DEFGRID3
* xyz 1 1
H -1.260 0.488 3.938
N -1.658 0.325 2.998
N -0.909 -0.088 2.174
C -0.637 -0.564 1.030
N -0.104 0.063 -0.014
N 0.351 -0.697 -1.044
C 0.839 -0.135 -2.059
H -0.668 -1.654 0.939
H -0.037 1.086 -0.050
H 1.184 -0.776 -2.852
H 0.931 0.943 -2.184
*
```

Output
- HOMO level: -14.36 eV
- Orbital gap: 8.7 eV
- E_LUMO: -5.68 eV

Model ii:
Density functional theory data (the ωB97M-V functional and the def2-TZVPD basis) for 2 unconnected molecules or ions with the total composition C2H5N4.

Geometry as ORCA input:
```
! wB97M-V def2-TZVPD RIJCOSX def2/J DEFGRID3
* xyz 1 1
C -2.867 -0.171 -0.072
C 0.905 -0.155 -0.329
N -3.767 -0.862 -0.076
N 1.861 -0.949 0.123
N -0.662 1.658 0.109
N 0.142 0.693 0.393
H 0.918 0.168 -1.361
H 1.927 -1.830 -0.385
H 2.114 -1.003 1.146
H -0.845 1.934 -0.902
H 0.275 0.517 1.353
*
```

Output
- HOMO level (alpha / beta): -16.56 / -14.74 eV
- Orbital gap (alpha / beta): 9.8 / 7.0 eV
- E_LUMO (alpha / beta): -6.81 / -7.73 eV

Most stable: model i (next structure +2.968 eV)

Model i:
Density functional theory data (the ωB97M-V functional and the def2-TZVPD basis) for 2 unconnected molecules or ions with the total composition C3H8OS2.

Geometry as ORCA input:
```
! wB97M-V def2-TZVPD RIJCOSX def2/J DEFGRID3
* xyz 0 1
C 0.516 -0.175 -2.907
C 1.286 0.388 -1.743
O 1.438 1.558 -1.504
H 0.235 0.562 -3.653
H 1.040 -1.038 -3.292
H -0.388 -0.587 -2.444
H 1.656 -0.420 -1.086
C -0.347 -1.921 2.108
S -0.757 -0.938 0.623
S -0.732 1.031 1.298
H -1.255 -2.097 2.623
H 0.006 -2.864 1.708
H 0.328 -1.365 2.750
H 0.571 1.160 1.011
*
```

Output
- HOMO level: -9.13 eV
- Orbital gap: 9.6 eV
- E_LUMO: 0.51 eV

Model ii:
Density functional theory data (the ωB97M-V functional and the def2-TZVPD basis) for 2 unconnected molecules or ions with the total composition C3H8OS2.

Geometry as ORCA input:
```
! wB97M-V def2-TZVPD RIJCOSX def2/J DEFGRID3
* xyz 0 1
C 0.667 1.224 0.905
C 0.227 0.155 -1.450
C -0.283 0.751 -0.211
O 0.577 -2.401 1.503
S -3.008 0.444 -1.303
S -1.892 0.914 0.255
H 0.171 1.725 1.693
H 1.055 0.230 1.253
H 1.563 1.826 0.524
H 1.191 -0.356 -1.327
H 0.335 0.912 -2.258
H -0.689 -0.362 -1.819
H -0.144 -3.090 1.558
H 0.230 -1.972 0.675
*
```

Output
- HOMO level (alpha / beta): -8.18 / -8.17 eV
- Orbital gap (alpha / beta): 7.5 / 7.5 eV
- E_LUMO (alpha / beta): -0.64 / -0.64 eV

Model iii:
Density functional theory data (the ωB97M-V functional and the def2-TZVPD basis) for 2 unconnected molecules or ions with the total composition C3H8OS2.

Geometry as ORCA input:
```
! wB97M-V def2-TZVPD RIJCOSX def2/J DEFGRID3
* xyz 0 1
C 0.991 0.684 -2.068
C -0.245 0.156 -2.240
O -1.502 0.659 -1.962
H 1.762 0.017 -2.359
H 1.205 1.705 -1.639
H -0.095 -0.907 -2.362
H -1.558 1.682 -1.923
C 1.747 -0.886 0.996
S -0.068 -1.159 1.232
S -0.594 0.779 1.327
H 2.331 -1.608 1.477
H 1.800 -1.077 -0.055
H 2.074 0.155 1.270
H 0.126 1.114 0.210
*
```

Output
- HOMO level: -8.30 eV
- Orbital gap: 8.8 eV
- E_LUMO: 0.50 eV

Most stable: model i (next structure +0.612 eV)

Model i:
Density functional theory data (the ωB97M-V functional and the def2-TZVPD basis) for a molecular structure, C2H3FI2.

Geometry as ORCA input:
```
! wB97M-V def2-TZVPD RIJCOSX def2/J DEFGRID3
* xyz 0 1
C 0.457 -0.004 -0.584
C -0.723 -0.109 0.268
F 0.205 -0.359 -1.928
I -1.614 -1.912 0.412
I -1.779 1.555 0.685
H 1.221 -0.913 -0.483
H 0.942 0.976 -0.359
H 1.290 0.766 1.989
*
```

Output
- HOMO level (alpha / beta): -9.73 / -8.37 eV
- Orbital gap (alpha / beta): 8.4 / 7.6 eV
- E_LUMO (alpha / beta): -1.33 / -0.80 eV

Model ii:
Density functional theory data (the ωB97M-V functional and the def2-TZVPD basis) for a molecular structure, C2H3FI2.

Geometry as ORCA input:
```
! wB97M-V def2-TZVPD RIJCOSX def2/J DEFGRID3
* xyz 0 1
C -0.479 -1.386 -0.001
C 0.285 1.181 -0.001
F -0.881 1.593 -0.355
I 0.794 1.931 1.864
I 1.909 1.183 -1.423
H -1.143 -1.404 0.913
H -0.954 -1.154 -0.981
H 0.471 -1.943 -0.015
*
```

Output
- HOMO level (alpha / beta): -8.82 / -8.31 eV
- Orbital gap (alpha / beta): 8.0 / 7.9 eV
- E_LUMO (alpha / beta): -0.86 / -0.46 eV

Most stable: model ii (next structure +1.110 eV)

Model i:
Density functional theory data (the ωB97M-V functional and the def2-TZVPD basis) for a single C4H2O2 molecule.

Geometry as ORCA input:
```
! wB97M-V def2-TZVPD RIJCOSX def2/J DEFGRID3
* xyz 0 1
O 0.920 -2.679 0.417
C 0.507 -1.945 -0.448
C 0.193 -0.544 -0.194
C -0.100 0.602 0.054
C -0.511 1.944 0.447
O -0.008 2.955 0.021
H 0.331 -2.291 -1.481
H -1.332 1.958 1.186
*
```

Output
- HOMO level: -11.01 eV
- Orbital gap: 10.2 eV
- E_LUMO: -0.83 eV

Model ii:
Density functional theory data (the ωB97M-V functional and the def2-TZVPD basis) for a molecular structure, C4H2O2.

Geometry as ORCA input:
```
! wB97M-V def2-TZVPD RIJCOSX def2/J DEFGRID3
* xyz 0 1
C -0.720 -1.208 -1.564
C -0.284 -0.972 -0.452
C 0.488 1.469 0.605
C 0.226 -0.504 0.736
O 0.187 2.068 -0.385
O 0.438 -0.853 1.873
H -1.233 -1.672 -2.355
H 0.898 1.673 1.543
*
```

Output
- HOMO level: -8.69 eV
- Orbital gap: 8.1 eV
- E_LUMO: -0.57 eV

Most stable: model i (next structure +1.458 eV)

Model i:
Density functional theory data (the ωB97M-V functional and the def2-TZVPD basis) for 3 unconnected molecules or ions with the total composition C3H14N2O2.

Geometry as ORCA input:
```
! wB97M-V def2-TZVPD RIJCOSX def2/J DEFGRID3
* xyz 0 1
C -0.982 2.359 -0.610
C -1.541 0.929 -0.482
N -0.415 0.008 -0.697
C -0.922 -1.394 -0.678
N 0.164 -2.381 -0.721
H -0.443 2.448 -1.555
H -1.739 3.141 -0.686
H -0.337 2.532 0.247
H -2.333 0.806 -1.222
H -1.916 0.775 0.525
H -0.113 0.176 -1.656
H -1.480 -1.390 0.262
H -1.592 -1.621 -1.519
H 0.177 -2.843 0.181
H 1.025 -1.839 -0.778
O 0.153 2.581 6.625
H -0.620 2.854 6.099
H 0.653 3.407 6.625
O 4.319 -3.517 -3.004
H 3.365 -3.423 -3.026
H 4.577 -3.608 -3.929
*
```

Output
- HOMO level: -9.42 eV
- Orbital gap: 10.3 eV
- E_LUMO: 0.84 eV

Model ii:
Density functional theory data (the ωB97M-V functional and the def2-TZVPD basis) for 3 unconnected molecules or ions with the total composition C3H14N2O2.

Geometry as ORCA input:
```
! wB97M-V def2-TZVPD RIJCOSX def2/J DEFGRID3
* xyz 0 1
C 1.404 3.145 0.882
C 1.649 1.716 0.403
N 0.530 0.733 0.623
C 0.801 -0.613 0.158
N -0.293 -1.550 0.345
H 1.102 3.722 -0.001
H 0.874 3.275 1.830
H 2.307 3.692 1.061
H 2.527 1.307 0.998
H 1.998 1.707 -0.659
H 0.251 0.789 1.594
H 1.047 -0.461 -0.981
H 1.750 -0.967 0.588
H -0.550 -2.011 -0.490
H -1.132 -1.005 0.609
O -3.563 -5.312 0.096
H -3.023 -4.533 0.311
H -3.485 -6.106 0.621
O 0.126 2.362 -2.185
H -0.575 2.331 -2.858
H -0.380 2.083 -1.353
*
```

Output
- HOMO level: -8.86 eV
- Orbital gap: 9.6 eV
- E_LUMO: 0.77 eV

Most stable: model i (next structure +0.443 eV)

Model i:
Density functional theory data (the ωB97M-V functional and the def2-TZVPD basis) for 3 unconnected molecules or ions with the total composition C3H14N2O2.

Geometry as ORCA input:
```
! wB97M-V def2-TZVPD RIJCOSX def2/J DEFGRID3
* xyz 0 1
N -0.970 1.245 -1.777
C -0.626 1.237 -0.404
C 0.902 0.877 -0.216
C 1.127 0.627 1.292
N 2.603 0.686 1.631
H -0.398 2.075 -2.166
H -1.879 1.614 -1.862
H -1.230 0.507 0.161
H -0.682 2.259 0.096
H 1.212 0.089 -0.863
H 1.657 1.709 -0.587
H 0.606 -0.222 1.630
H 0.635 1.573 1.754
H 2.773 -0.127 2.286
H 2.994 0.275 0.811
O -0.726 -1.775 -1.615
H -0.741 -0.838 -1.879
H 0.203 -1.844 -1.284
O -1.840 -2.283 1.277
H -2.808 -2.148 1.321
H -1.666 -2.417 0.281
*
```

Output
- HOMO level: -9.82 eV
- Orbital gap: 10.6 eV
- E_LUMO: 0.77 eV

Model ii:
Density functional theory data (the ωB97M-V functional and the def2-TZVPD basis) for 3 unconnected molecules or ions with the total composition C3H14N2O2.

Geometry as ORCA input:
```
! wB97M-V def2-TZVPD RIJCOSX def2/J DEFGRID3
* xyz 0 1
N -1.019 -0.740 -2.708
C -1.078 0.677 -2.253
C -0.457 0.860 -0.875
C -0.556 2.297 -0.409
N 0.127 2.529 0.867
H -0.574 -0.736 -3.618
H -0.323 -1.189 -2.118
H -2.071 1.099 -2.385
H -0.412 1.243 -2.908
H -0.794 0.126 -0.147
H 0.586 0.576 -1.008
H -1.617 2.555 -0.342
H -0.087 2.934 -1.154
H 0.624 3.406 0.894
H -0.507 2.578 1.652
O -2.713 -2.430 4.833
H -2.401 -1.980 5.630
H -3.500 -2.879 5.164
O 5.706 -3.456 -0.010
H 4.814 -3.457 0.343
H 6.253 -4.010 0.551
*
```

Output
- HOMO level: -9.16 eV
- Orbital gap: 10.1 eV
- E_LUMO: 0.98 eV

Model iii:
Density functional theory data (the ωB97M-V functional and the def2-TZVPD basis) for 3 unconnected molecules or ions with the total composition C3H14N2O2.

Geometry as ORCA input:
```
! wB97M-V def2-TZVPD RIJCOSX def2/J DEFGRID3
* xyz 0 1
C 1.040 1.162 -2.638
N 0.365 0.359 -1.461
C 0.824 0.553 -0.092
C 0.224 -0.372 1.019
N -1.140 0.066 1.424
H 0.539 0.605 -3.434
H 0.916 2.331 -2.568
H 2.065 0.950 -2.622
H -0.601 0.731 -1.469
H 0.780 1.586 0.251
H 1.878 0.293 -0.136
H 0.952 -0.555 1.864
H 0.202 -1.356 0.488
H -1.731 -0.013 0.593
H -1.018 1.113 1.528
O -1.306 -1.790 -1.511
H -1.213 -2.598 -2.100
H -0.341 -1.561 -1.464
O -0.754 -0.881 4.357
H -1.178 -0.670 3.511
H -0.507 0.047 4.459
*
```

Output
- HOMO level: -9.52 eV
- Orbital gap: 10.3 eV
- E_LUMO: 0.74 eV

Model iv:
Density functional theory data (the ωB97M-V functional and the def2-TZVPD basis) for 3 unconnected molecules or ions with the total composition C3H14N2O2.

Geometry as ORCA input:
```
! wB97M-V def2-TZVPD RIJCOSX def2/J DEFGRID3
* xyz 0 1
C 1.526 -1.255 0.184
C 0.400 -0.665 -0.683
N 0.194 0.755 -0.319
C -1.025 1.313 -0.871
N -1.376 2.590 -0.279
H 2.403 -0.665 -0.076
H 1.698 -2.262 -0.211
H 1.158 -1.155 1.207
H 0.653 -0.675 -1.783
H -0.457 -1.263 -0.396
H 1.048 1.249 -0.542
H -1.804 0.541 -0.745
H -0.957 1.464 -1.941
H -1.192 2.545 0.730
H -0.626 3.228 -0.541
O -1.962 -3.390 0.241
H -1.395 -4.013 0.718
H -2.763 -3.914 0.116
O 1.800 1.656 1.837
H 1.533 2.496 2.208
H 1.144 1.421 1.148
*
```

Output
- HOMO level: -9.20 eV
- Orbital gap: 9.9 eV
- E_LUMO: 0.68 eV

Most stable: model iv (next structure +0.059 eV)